A molecular structure, C5H3N5O4Sm. Source: OMol25; level of theory: ωB97M-V/def2-TZVPD.

Geometry as ORCA input:
```
! RIJCOSX wB97M-V def2-TZVPD def2/J DEFGRID3
* xyz 3 6
O 0.359 -2.983 -1.798
C 0.359 -1.842 -1.905
Sm 0.356 0.555 -1.303
O -2.604 0.469 -3.474
C -1.606 0.480 -2.903
C 2.276 0.512 -2.900
O 3.263 0.528 -3.480
C 0.303 2.872 -1.818
O 0.289 4.025 -1.809
N -1.544 -1.000 3.512
N -0.666 -0.638 2.581
N 0.636 -0.431 2.814
C 1.100 -0.065 1.589
N 0.072 -0.030 0.694
N -1.094 -0.451 1.338
H -2.491 -1.119 3.222
H -1.119 -1.091 4.394
H 2.109 0.208 1.245
*
```

Calculated values
DFT total energy   -38742.1371 eV
E_HOMO (alpha / beta)   -0.7652 / -0.7660 Ha

=====

A molecular structure, C5H7N2. Source: OMol25; level of theory: ωB97M-V/def2-TZVPD.

Geometry as ORCA input:
```
! RIJCOSX wB97M-V def2-TZVPD def2/J DEFGRID3
* xyz 1 1
C -1.316 -1.305 -0.273
C -0.366 -0.234 -0.206
C -2.416 -0.549 0.013
C -1.071 0.916 0.113
C 1.103 -0.218 -0.491
N -2.323 0.681 0.456
N 1.935 0.603 0.490
H -1.433 -2.274 -0.568
H 1.650 -1.278 -0.519
H 1.268 0.195 -1.425
H -3.130 1.296 0.553
H 2.038 0.018 1.260
H 1.266 1.305 0.493
H 2.795 0.844 0.105
*
```

Calculated values
DFT total energy   -8265.3965 eV
E_HOMO (alpha / beta)   -0.4688 / -0.4669 Ha

=====

A molecular structure, C3H5Li2O4V. Source: OMol25; level of theory: ωB97M-V/def2-TZVPD.

Geometry as ORCA input:
```
! RIJCOSX wB97M-V def2-TZVPD def2/J DEFGRID3
* xyz 1 4
H -0.968 1.599 -0.078
Li 1.554 0.694 -1.007
O -2.319 0.074 -0.349
O -0.700 0.059 1.318
C 0.047 1.000 2.103
C 1.409 1.318 1.464
O 1.985 0.203 0.841
C -1.149 0.503 -0.048
H -0.545 1.915 2.248
H 0.186 0.509 3.076
H 2.061 1.733 2.251
H 1.270 2.149 0.736
O -0.108 -0.252 -0.935
V 0.687 -1.161 0.581
Li -1.235 -1.116 -2.450
*
```

Calculated values
DFT total energy   -37474.3003 eV
E_HOMO (alpha / beta)   -0.4272 / -0.4536 Ha

=====

C6H5ClN2O2 in the gas phase. Source: OMol25; level of theory: ωB97M-V/def2-TZVPD.

Geometry as ORCA input:
```
! RIJCOSX wB97M-V def2-TZVPD def2/J DEFGRID3
* xyz 0 1
C 2.514 -3.389 -0.159
O 1.819 -2.158 0.164
C 0.784 -1.825 -0.629
O 0.409 -2.460 -1.593
C 0.171 -0.558 -0.155
C -0.907 -0.100 -0.915
N -1.461 1.089 -0.696
C -0.999 1.733 0.341
Cl -1.742 3.211 0.799
C 0.088 1.332 1.108
N 0.698 0.203 0.813
H 2.863 -3.449 -1.200
H 1.862 -4.249 0.030
H 3.420 -3.366 0.415
H -1.306 -0.752 -1.702
H 0.396 1.970 1.934
*
```

Calculated values
DFT total energy   -25900.3725 eV
SMILES   COC(=O)c1cnc(Cl)cn1
E_HOMO   -0.3698 Ha

=====

3 unconnected molecules or ions with the total composition C10H13O2S. Source: OMol25; level of theory: ωB97M-V/def2-TZVPD.

Geometry as ORCA input:
```
! RIJCOSX wB97M-V def2-TZVPD def2/J DEFGRID3
* xyz -1 1
C -3.166 0.774 1.931
C -2.776 1.897 1.112
C -3.581 -0.366 1.281
C -3.043 1.996 -0.183
C -3.778 -0.365 -0.110
C -3.721 0.884 -0.885
C -4.313 0.786 -2.119
C 5.268 -0.315 -0.905
C 6.567 -0.522 1.179
C 6.439 -0.832 -0.124
O -1.202 -1.794 -1.334
O -2.064 -3.011 0.697
S -1.543 -1.789 0.106
H -2.831 0.812 3.006
H -2.194 2.753 1.433
H -3.657 -1.276 1.728
H -2.656 2.886 -0.683
H -4.070 -1.377 -0.480
H -4.296 1.676 -2.740
H 4.991 0.652 -0.628
H 5.593 -0.135 -1.932
H 4.557 -1.175 -0.875
H -4.859 -0.050 -2.440
H 7.329 -0.905 1.897
H 6.025 0.259 1.773
H 6.981 -1.463 -0.708
*
```

Calculated values
DFT total energy   -25508.5916 eV
E_HOMO   -0.0817 Ha

=====

A molecular structure, C29H29IrN3Si. Source: OMol25; level of theory: ωB97M-V/def2-TZVPD.

Geometry as ORCA input:
```
! RIJCOSX wB97M-V def2-TZVPD def2/J DEFGRID3
* xyz 1 5
C 2.325 -2.370 2.787
C 1.517 -2.898 1.732
C 2.001 -2.364 0.489
H 0.698 -3.610 1.847
C 3.124 -1.511 0.785
C 3.309 -1.506 2.207
H 4.091 -0.987 2.754
H 2.221 -2.595 3.850
H 1.622 -2.614 -0.503
H 3.743 -0.992 0.057
Ir 1.305 -0.668 1.596
C 1.152 0.718 0.222
H 2.168 0.991 -0.076
H 0.676 1.608 0.652
H 0.602 0.346 -0.650
Si -1.161 1.534 -3.115
C -2.867 0.813 -3.088
C -2.974 -0.567 -2.846
H -2.069 -1.174 -2.740
C -4.232 -1.168 -2.740
H -4.297 -2.239 -2.537
C -5.394 -0.402 -2.890
H -6.373 -0.873 -2.795
C -5.292 0.970 -3.157
H -6.198 1.568 -3.278
C -4.036 1.579 -3.260
H -3.958 2.647 -3.475
C -0.163 0.711 -4.446
C -0.723 0.128 -5.599
H -1.793 0.225 -5.803
C 0.085 -0.616 -6.469
H -0.362 -1.101 -7.340
C 1.456 -0.749 -6.220
H 2.082 -1.338 -6.890
C 2.025 -0.114 -5.108
H 3.096 -0.200 -4.914
C 1.225 0.628 -4.234
H 1.664 1.121 -3.362
H -0.554 1.568 -1.776
H -1.236 2.970 -3.497
C 4.001 2.314 5.575
C 4.288 2.035 4.231
C 3.304 1.515 3.389
C 2.022 1.253 3.906
C 1.710 1.634 5.217
C 2.703 2.131 6.068
N 1.002 0.565 3.181
N -0.177 0.629 3.793
C -1.124 -0.089 3.119
C -2.471 -0.157 3.554
C -3.374 -0.907 2.821
C -2.925 -1.522 1.633
C -1.592 -1.435 1.253
N -0.695 -0.750 2.000
H 4.794 2.647 6.253
H 5.296 2.193 3.841
H 3.498 1.288 2.336
H 0.692 1.479 5.573
H 2.448 2.339 7.106
H -2.703 0.401 4.461
H -4.405 -1.026 3.158
H -3.610 -2.098 1.005
H -1.187 -1.905 0.354
*
```

Calculated values
DFT total energy   -45718.2456 eV
E_HOMO (alpha / beta)   -0.3485 / -0.4121 Ha

=====

A molecular structure, C37H40AsCoF3O3PSSi2. Source: OMol25; level of theory: ωB97M-V/def2-TZVPD.

Geometry as ORCA input:
```
! RIJCOSX wB97M-V def2-TZVPD def2/J DEFGRID3
* xyz 0 5
Co 0.209 2.179 0.370
C -1.230 1.659 -3.060
Si -0.411 2.899 -1.898
C -1.432 4.482 -1.911
C 1.369 3.205 -2.503
C 1.509 3.423 -3.878
C 2.746 3.644 -4.465
C 3.884 3.650 -3.672
C 3.763 3.436 -2.308
C 2.524 3.211 -1.699
Si 2.537 2.912 0.180
C 3.933 1.718 0.614
C 2.843 4.511 1.132
H -1.465 2.155 -4.008
H -2.174 1.296 -2.648
H -0.593 0.801 -3.277
H -0.880 5.273 -2.425
H -1.661 4.839 -0.909
H -2.369 4.316 -2.445
H 0.631 3.418 -4.517
H 2.821 3.809 -5.533
H 4.858 3.821 -4.113
H 4.666 3.444 -1.705
H 4.890 2.194 0.379
H 3.894 0.766 0.083
H 3.932 1.499 1.683
H 3.017 5.329 0.430
H 3.733 4.402 1.756
H 2.011 4.798 1.773
F -2.938 5.142 2.864
C -2.683 3.850 2.679
F -3.330 3.438 1.586
F -3.143 3.165 3.725
S -0.875 3.575 2.489
O -0.534 4.214 1.217
O -0.274 4.092 3.674
O -0.779 2.114 2.292
C -1.205 -1.165 0.557
C -1.793 -0.829 1.919
As -3.120 -2.137 2.565
C -1.950 -3.698 2.686
C -2.520 -4.969 2.618
C -1.743 -6.106 2.781
C -0.381 -5.989 3.026
C 0.194 -4.731 3.106
C -0.585 -3.593 2.938
C -3.947 -2.487 0.826
C -4.982 -1.635 0.450
C -5.571 -1.745 -0.803
C -5.140 -2.721 -1.688
C -4.119 -3.585 -1.316
C -3.524 -3.467 -0.068
P 0.307 -0.218 0.169
C 1.533 -0.919 1.307
C 2.276 -2.051 0.983
C 3.160 -2.590 1.907
C 3.298 -2.007 3.159
C 2.560 -0.878 3.486
C 1.684 -0.328 2.561
C 0.787 -0.800 -1.482
C 1.863 -0.174 -2.109
C 2.230 -0.519 -3.398
C 1.519 -1.496 -4.082
C 0.449 -2.128 -3.468
C 0.084 -1.786 -2.172
H -1.935 -0.958 -0.229
H -0.951 -2.227 0.490
H -2.290 0.141 1.901
H -1.034 -0.755 2.700
H -3.583 -5.076 2.428
H -2.203 -7.084 2.718
H 0.225 -6.876 3.158
H 1.255 -4.626 3.297
H -0.100 -2.625 3.004
H -5.335 -0.876 1.139
H -6.370 -1.070 -1.084
H -5.601 -2.813 -2.663
H -3.785 -4.355 -2.001
H -2.724 -4.144 0.209
H 2.170 -2.509 0.007
H 3.739 -3.466 1.646
H 3.987 -2.430 3.879
H 2.669 -0.416 4.458
H 1.121 0.564 2.816
H 2.404 0.612 -1.600
H 3.059 -0.009 -3.873
H 1.796 -1.759 -5.095
H -0.112 -2.887 -3.997
H -0.761 -2.286 -1.717
*
```

Calculated values
DFT total energy   -187658.3732 eV
E_HOMO (alpha / beta)   -0.2560 / -0.3141 Ha

=====

A molecular structure, C34H80N4O20S5. Source: OMol25; level of theory: ωB97M-V/def2-TZVPD.

Geometry as ORCA input:
```
! RIJCOSX wB97M-V def2-TZVPD def2/J DEFGRID3
* xyz 0 1
C 23.544 6.568 -27.983
C 24.120 7.891 -28.482
N 25.040 7.632 -29.608
C 26.021 8.704 -29.711
C 27.326 8.294 -29.026
C 24.247 7.517 -30.833
C 25.022 6.706 -31.887
H 24.245 6.058 -27.323
H 23.174 5.928 -28.776
H 22.789 6.895 -27.252
H 23.307 8.564 -28.779
H 24.628 8.428 -27.678
H 26.259 8.895 -30.764
H 25.702 9.695 -29.357
H 27.236 8.227 -27.947
H 27.565 7.316 -29.456
H 28.106 8.966 -29.386
H 24.026 8.485 -31.305
H 23.339 6.961 -30.601
H 24.333 6.567 -32.722
H 25.319 5.729 -31.513
H 25.846 7.288 -32.306
C 19.055 4.964 -30.108
C 19.152 6.274 -30.877
N 20.479 6.538 -31.445
C 20.930 5.597 -32.458
C 21.705 4.407 -31.904
C 20.500 7.915 -31.977
C 19.604 8.219 -33.158
H 19.877 4.848 -29.405
H 19.078 4.114 -30.797
H 18.082 4.877 -29.624
H 18.357 6.330 -31.630
H 19.036 7.060 -30.124
H 20.131 5.219 -33.119
H 21.583 6.136 -33.149
H 22.699 4.640 -31.518
H 21.157 3.867 -31.138
H 21.875 3.696 -32.722
H 21.548 8.118 -32.213
H 20.249 8.587 -31.152
H 19.817 9.249 -33.465
H 18.537 8.224 -32.937
H 19.787 7.581 -34.024
C 24.734 10.752 -38.632
C 24.279 9.301 -38.678
N 23.156 9.033 -37.812
C 23.118 7.699 -37.213
C 23.894 7.682 -35.898
C 21.914 9.789 -37.882
C 21.062 9.452 -39.127
H 23.953 11.436 -38.964
H 25.652 10.905 -39.201
H 24.987 11.094 -37.622
H 24.020 9.057 -39.722
H 25.094 8.675 -38.314
H 22.103 7.335 -37.045
H 23.589 7.060 -37.971
H 23.711 6.762 -35.342
H 24.959 7.793 -36.089
H 23.518 8.521 -35.308
H 22.264 10.814 -38.014
H 21.370 9.637 -36.956
H 20.335 8.682 -38.874
H 21.689 9.255 -39.993
H 20.480 10.344 -39.381
C 29.789 5.750 -27.581
C 29.259 4.737 -26.552
N 27.958 5.031 -25.959
C 27.986 6.231 -25.141
C 28.729 6.023 -23.819
C 26.894 5.163 -26.958
C 26.502 3.958 -27.782
H 30.679 5.408 -28.112
H 29.992 6.723 -27.132
H 29.052 5.928 -28.370
H 29.229 3.766 -27.051
H 29.988 4.647 -25.747
H 26.953 6.416 -24.813
H 28.240 7.187 -25.624
H 29.812 5.984 -23.995
H 28.445 5.066 -23.388
H 28.597 6.851 -23.125
H 25.989 5.478 -26.428
H 27.122 6.067 -27.539
H 26.013 3.219 -27.148
H 25.903 4.308 -28.619
H 27.401 3.468 -28.169
C 27.854 9.561 -34.542
C 26.458 9.828 -35.121
O 26.377 11.266 -34.964
S 27.769 11.936 -35.311
O 28.094 12.863 -34.306
O 27.820 12.328 -36.660
O 28.627 10.595 -35.159
H 28.212 8.591 -34.873
H 27.869 9.714 -33.464
H 25.654 9.427 -34.517
H 26.419 9.620 -36.189
C 30.528 6.185 -31.255
C 29.174 6.580 -31.924
O 29.127 8.025 -31.706
S 30.602 8.583 -31.566
O 30.538 9.802 -30.879
O 31.374 8.473 -32.742
O 30.975 7.362 -30.580
H 31.203 5.799 -32.018
H 30.414 5.443 -30.470
H 28.284 6.217 -31.421
H 29.143 6.453 -33.002
C 24.303 2.184 -24.501
C 24.710 3.650 -24.712
O 24.385 4.369 -23.512
S 23.567 3.440 -22.511
O 22.181 3.570 -22.778
O 24.053 3.603 -21.208
O 24.095 2.064 -23.093
H 25.095 1.545 -24.876
H 23.349 1.946 -24.971
H 24.260 4.099 -25.600
H 25.785 3.820 -24.810
C 20.674 9.751 -28.089
C 19.399 10.612 -28.298
O 19.889 11.878 -28.704
S 21.154 11.648 -29.653
O 21.974 12.775 -29.642
O 20.721 11.120 -30.900
O 21.714 10.465 -28.756
H 20.543 8.765 -28.538
H 20.997 9.658 -27.055
H 18.856 10.743 -27.369
H 18.789 10.164 -29.082
C 29.721 10.345 -26.193
C 29.735 11.806 -26.576
O 28.484 12.281 -26.080
S 27.361 11.145 -26.245
O 26.625 11.407 -27.422
O 26.694 10.975 -25.006
O 28.365 9.946 -26.518
H 29.733 10.255 -25.106
H 30.470 9.746 -26.697
H 29.781 11.946 -27.657
H 30.546 12.317 -26.064
*
```

Calculated values
DFT total energy   -137635.3376 eV
E_HOMO   -0.2879 Ha

=====

7 unconnected molecules or ions with the total composition C25H67N5O7. Source: OMol25; level of theory: ωB97M-V/def2-TZVPD.

Geometry as ORCA input:
```
! RIJCOSX wB97M-V def2-TZVPD def2/J DEFGRID3
* xyz 0 1
O -0.260 2.012 -0.548
H -0.338 2.638 0.175
H 0.135 2.444 -1.309
H 0.324 1.300 -0.274
O 1.977 -1.035 0.660
H 2.224 -1.944 0.917
C -2.453 5.091 4.600
C -2.594 4.454 3.205
C -3.667 5.071 2.301
O -3.661 4.391 0.978
C -3.874 5.277 -0.201
N -1.253 4.445 2.638
H -2.068 6.110 4.550
H -1.755 4.449 5.138
H -3.406 5.127 5.127
H -2.897 3.454 3.514
H -3.353 6.103 2.144
H -4.643 4.977 2.778
H -3.474 4.692 -1.029
H -3.337 6.204 -0.004
H -4.888 5.380 -0.586
H -0.886 5.381 2.541
H -0.478 4.028 3.135
C 0.824 -2.443 -4.644
C 2.250 -2.145 -5.174
C 2.385 -1.943 -6.687
O 2.045 -0.606 -7.124
C 2.184 -0.420 -8.541
N 2.762 -0.992 -4.419
H 0.743 -2.562 -3.564
H 0.346 -3.274 -5.163
H 0.228 -1.622 -5.043
H 2.908 -3.002 -5.028
H 1.814 -2.683 -7.248
H 3.439 -2.119 -6.901
H 2.062 0.623 -8.834
H 1.419 -1.031 -9.019
H 3.135 -0.692 -9.000
H 2.392 -1.132 -3.490
H 3.757 -1.043 -4.254
C 2.277 -0.696 6.496
C 2.104 0.785 6.445
C 2.625 1.433 7.718
O 1.997 2.688 8.110
C 2.061 3.008 9.477
N 2.735 1.317 5.288
H 1.971 -1.235 5.600
H 1.787 -1.076 7.393
H 3.317 -1.020 6.512
H 1.054 1.074 6.495
H 3.710 1.529 7.732
H 2.483 0.734 8.542
H 1.222 2.511 9.965
H 2.064 4.089 9.612
H 2.950 2.657 10.002
H 2.381 0.797 4.498
H 3.720 1.096 5.336
C 3.915 4.769 -3.439
C 2.988 4.895 -4.689
C 3.841 4.814 -5.974
O 4.771 5.908 -5.996
C 4.279 7.177 -6.397
N 2.080 3.694 -4.687
H 4.578 3.905 -3.394
H 3.320 4.745 -2.526
H 4.507 5.678 -3.541
H 2.383 5.801 -4.720
H 3.250 4.850 -6.889
H 4.314 3.833 -6.010
H 4.075 7.086 -7.464
H 4.932 8.013 -6.145
H 3.375 7.233 -5.790
H 1.604 3.544 -5.565
H 2.625 2.848 -4.598
C -3.147 -3.099 1.641
C -3.386 -4.619 1.491
C -4.507 -4.678 0.403
C -4.789 -6.080 -0.199
C -3.492 -6.780 -0.688
C -2.322 -6.688 0.316
N -2.220 -5.314 0.928
O -1.032 -5.098 1.720
C -2.578 -7.793 1.434
C -1.093 -7.040 -0.451
C -3.800 -5.102 2.868
H -2.797 -2.648 0.712
H -2.346 -2.905 2.354
H -4.049 -2.626 2.030
H -5.474 -4.311 0.746
H -4.246 -4.100 -0.484
H -5.473 -6.026 -1.046
H -5.289 -6.648 0.585
H -3.174 -6.379 -1.650
H -3.696 -7.825 -0.918
H -2.270 -8.763 1.041
H -2.004 -7.606 2.341
H -3.585 -7.904 1.836
H -0.327 -7.259 0.293
H -1.193 -7.964 -1.022
H -0.718 -6.232 -1.079
H -4.200 -6.116 2.895
H -4.575 -4.482 3.319
H -2.976 -5.009 3.575
H -0.604 -4.352 1.293
*
```

Calculated values
DFT total energy   -48783.5806 eV
E_HOMO   -0.2128 Ha